The following is a DFT calculation (ωB97M-V with the def2-TZVPD basis set) of a cluster of 2 separate species, C10H16 in total.

Computed properties:
LUMO (alpha / beta) = 3.7259 / 3.7655 eV
Maximum force = 2.15 eV Å⁻¹
Energy = -10627.4509 eV
Net charge = -1
Energy relative to the best compared isomer or geometry (same formula, charge and spin) = 0.860 eV
Multiplicity = 2
HOMO-LUMO gap (alpha / beta) = 0.08682 / 0.35232 Ha

CARTESIAN COORDINATES (ANGSTROEM)
1 C -3.025 0.059 3.764
2 C -2.063 1.043 3.095
3 C -3.245 -1.229 3.023
4 H -2.648 -0.119 4.780
5 H -3.966 0.610 3.895
6 H -1.435 0.495 2.389
7 H -2.277 -1.530 2.617
8 H -1.334 1.631 3.658
9 H -2.664 1.788 2.564
10 H -3.600 -2.042 3.672
11 H -4.036 -1.306 2.272
12 C 0.578 1.491 -3.406
13 C 1.934 -1.132 -0.226
14 C 2.099 0.237 -0.205
15 C 1.411 -1.614 -1.451
16 C 1.828 1.121 -1.266
17 C 1.149 -0.801 -2.541
18 C 1.290 0.579 -2.412
19 H 2.086 -1.790 0.613
20 H 2.512 0.770 0.654
21 H 1.406 -2.692 -1.584
22 H 1.899 2.168 -1.015
23 H 0.788 -1.263 -3.446
24 H -0.377 1.049 -3.687
25 H 1.138 1.750 -4.304
26 H 0.468 2.455 -2.903

Atomic partial charges in e from the Mulliken method, atoms 1 to 4: -0.012, -1.592, -1.492, 0.297